The ion C19H17ClN with charge +1, computed with wB97M-V/def2-TZVPD.

The SMILES is Clc1ccc([C@@]2([C@H]3C=[NH+]c4ccccc43)C=CCC2)cc1. Its total energy is -1248.8634 Ha. Its net charge is +1. For the largest force on an atom, the calculation gives 4.04 eV Å⁻¹.

Structure (XYZ):
```
38
C19H17ClN wB97M-V/def2-TZVPD
Cl -0.05514 -5.16749 -0.74687
C -0.01358 -3.61032 -0.02145
C -1.20572 -2.90510 0.20494
C -1.15355 -1.63988 0.80116
C 0.06150 -0.98166 1.08040
C 0.19936 0.49315 1.27221
C 1.31770 0.82733 2.34502
C 0.81164 2.10612 3.15138
C -0.68934 2.07631 2.84040
C -1.04779 1.09032 1.97724
C 1.22994 -1.81065 1.03517
C 1.19186 -3.07709 0.41963
H -2.15322 -3.35219 -0.11444
H -2.10752 -1.10992 0.95249
H 1.50288 0.03998 3.10346
H 2.27216 1.08170 1.86085
H 1.01709 2.15802 4.23235
H 1.28350 2.99890 2.70984
H -1.34986 2.88268 3.27223
H -2.06571 0.75296 1.85387
H 2.18056 -1.43151 1.36952
H 2.11955 -3.64387 0.26513
C 0.59125 1.18122 -0.15569
C 1.90347 0.95668 -0.83803
N 1.70328 0.44275 -2.06206
C 0.35516 0.47196 -2.42957
C -0.33008 1.06760 -1.37281
C -1.69122 1.31957 -1.52551
C -2.32767 0.88025 -2.71211
C -1.61043 0.23979 -3.76474
C -0.23450 0.02863 -3.59174
H 0.49838 2.15145 0.36039
H 2.84251 1.10836 -0.46122
H 2.40376 0.02850 -2.64888
H -2.24415 1.77666 -0.72479
H -3.42026 1.01821 -2.83540
H -2.14331 -0.02955 -4.69941
H 0.35750 -0.41987 -4.40293
```

***

The molecule C19H17F3N2O2S2, computed with wB97M-V/def2-TZVPD.

The SMILES is CCOC(=O)c1ccc(NC(=S)N2CCS[C@@H]2c2c(F)cc(F)cc2F)cc1. The value obtained for the relative energy (zero: lowest compared OMol25 entry of this formula, charge and spin) is 0.00 kJ/mol. For the largest force on an atom, the calculation gives 0.75 eV Å⁻¹.

Structure (XYZ):
```
45
C19H17F3N2O2S2 wB97M-V/def2-TZVPD
C -1.38310 6.70537 -2.35588
C -1.02531 6.27126 -0.94140
H -1.78398 6.59565 -0.22583
H -0.04730 6.67511 -0.65871
O -0.99037 4.85012 -0.82484
C 0.13795 4.23868 -1.21243
O 1.11290 4.82700 -1.61708
C 0.05668 2.76708 -1.07832
C 1.15418 2.00387 -1.47472
C 1.11681 0.63188 -1.37987
C -0.02367 -0.01323 -0.89266
C -1.11221 0.74950 -0.47426
C -1.07036 2.12475 -0.57245
H -1.91687 2.71110 -0.25304
H -1.99011 0.26638 -0.08048
N 0.02981 -1.39886 -0.79361
C -0.97091 -2.31331 -0.60223
N -0.55276 -3.54433 -0.20019
C 0.75191 -3.76031 0.39142
C 1.09914 -2.73976 1.44394
C 0.25995 -2.46964 2.52390
C 0.56673 -1.53209 3.49200
C 1.75961 -0.84129 3.37819
C 2.63413 -1.06023 2.32824
C 2.28069 -2.00501 1.38605
F 3.10519 -2.20248 0.34070
H 3.55689 -0.51128 2.24184
F 2.07508 0.06726 4.30581
H -0.10951 -1.34957 4.31070
F -0.89633 -3.13118 2.63246
H 1.53525 -3.77979 -0.37958
S 0.71124 -5.44899 1.13373
C -0.69644 -5.89968 0.07546
C -1.50602 -4.62623 -0.03807
H -2.11308 -4.46308 0.86025
H -2.17091 -4.64313 -0.90490
H -0.31336 -6.23131 -0.89015
H -1.24414 -6.70440 0.55676
S -2.56655 -2.03112 -0.90094
H 0.94455 -1.77634 -1.00682
H 1.97175 0.04449 -1.68591
H 2.02698 2.51050 -1.85716
H -0.60789 6.38566 -3.04789
H -1.46628 7.78770 -2.39526
H -2.32998 6.26329 -2.65677
```

***

Q: The highest largest force on an atom belongs to which entry?
A: C19H17ClN